DFT (wB97M-V/def2-TZVPD) results for 22 unconnected molecules or ions with the total composition C2H46O23.

Its total charge is -2. The max |F| is 4.1 eV/Å.

Geometry (Å):
O 3.502 9.207 -13.121
C 2.880 9.676 -11.943
C 2.906 11.206 -11.934
O 2.425 11.738 -10.704
H 3.542 9.314 -11.186
H 1.917 9.291 -11.731
H 2.199 11.448 -12.712
H 3.908 11.739 -12.057
O 4.156 11.447 -14.719
H 4.121 10.720 -14.057
H 3.902 12.250 -14.249
O 6.273 10.373 -12.081
H 6.538 11.295 -12.108
H 5.375 10.401 -12.113
O -0.538 7.712 -13.487
H -1.099 8.504 -13.214
H 0.277 7.736 -12.940
O 5.369 7.516 -12.702
H 6.077 8.191 -12.714
H 4.588 8.131 -12.811
O 4.043 13.721 -10.474
H 3.432 12.975 -10.695
H 3.931 13.800 -9.546
O 5.135 11.059 -9.176
H 4.666 11.240 -8.370
H 4.566 11.013 -9.951
O -0.047 10.793 -10.841
H 0.830 11.169 -10.875
H -0.432 10.960 -9.974
O 4.076 8.590 -15.565
H 3.753 8.850 -14.702
H 4.927 8.275 -15.403
O 5.704 6.852 -10.077
H 6.464 7.336 -9.782
H 5.543 7.168 -10.972
O 2.250 10.195 -8.569
H 2.260 10.871 -9.277
H 2.651 10.607 -7.816
O -0.141 8.159 -10.294
H 0.152 9.065 -10.580
H 0.187 8.059 -9.376
O 6.592 13.016 -11.168
H 5.680 13.153 -10.945
H 7.079 13.002 -10.338
O 4.174 8.203 -8.302
H 3.680 8.903 -8.794
H 4.604 7.781 -9.017
O 4.352 13.933 -13.507
H 3.807 14.705 -13.401
H 4.381 13.748 -12.598
O 2.071 7.077 -12.662
H 2.440 7.964 -12.909
H 2.646 6.661 -12.050
O -0.983 11.552 -13.163
H -0.421 11.116 -13.838
H -0.620 11.357 -12.275
O 1.589 12.773 -14.867
H 1.221 12.979 -14.012
H 1.662 11.860 -14.710
O 1.149 9.713 -14.323
H 1.913 9.694 -13.687
H 0.624 8.886 -14.228
O 1.396 13.341 -8.707
H 1.802 12.722 -9.325
H 1.712 14.228 -8.946
O 2.183 6.702 -9.838
H 2.577 7.320 -9.288
H 1.327 7.072 -9.984
O 1.087 13.715 -12.389
H 1.504 12.966 -12.000
H 1.851 14.225 -12.624

=====

DFT (wB97M-V/def2-TZVPD) results for 3 unconnected molecules or ions with the total composition C5H13NO2.

The max |F| is 2.5 eV/Å.

Geometry (Å):
C -0.432 1.149 -1.038
N 0.812 -0.132 1.301
C 1.105 -0.466 0.056
C -0.012 -0.341 -0.881
C 3.547 -0.760 0.350
C 2.475 -0.461 -0.391
H 0.205 1.547 -1.832
H -0.222 1.757 -0.164
H -1.470 1.263 -1.324
H 1.214 -0.754 2.001
H -0.228 -0.059 1.387
H 0.326 -0.646 -1.872
H 4.491 -0.319 0.056
H 3.443 -1.275 1.299
H 2.669 -0.391 -1.457
H -0.919 -0.901 -0.685
H -3.142 0.489 0.070
O -3.522 0.576 -0.869
H -4.108 1.336 -0.790
H -2.093 -0.846 1.086
O -2.183 0.068 1.386

=====

Taking the records one at a time from the top gives gap between HOMO and LUMO values of 7.929 5.370 eV.
Taking the records one at a time from the top gives E values of -1834.370765 -403.404262 a.u..
Taking the records one at a time from the top gives energy above the lowest of the compared OMol25 structures with the same formula, charge and spin values of 29.3 108.2 kcal/mol.